16
Properties=species:S:1:pos:R:3:forces:R:3 method="wB97M-V/def2-TZVPD" homo_ev=-2.52 total_charge=-1 fmax_ev_per_a=0.70 homo_lumo_gap_ev=6.751 molar_mass_g_mol=104.2 energy_ha=-611.34823
C 1.373 -1.446 1.418 0.00 0.56 -0.41
C 2.164 -0.362 0.670 0.06 0.00 0.30
C 1.270 0.791 0.189 -0.08 -0.46 0.00
S 0.130 0.249 -1.136 0.03 0.15 0.03
H 0.753 -0.997 2.199 0.11 -0.02 0.11
H 2.042 -2.186 1.861 -0.09 -0.16 -0.02
H 0.689 -1.883 0.693 -0.02 -0.29 0.10
H 2.977 0.002 1.320 -0.10 0.12 -0.03
H 2.636 -0.825 -0.200 0.04 0.05 -0.06
H 1.879 1.629 -0.158 0.11 -0.03 -0.01
H 0.701 1.145 1.057 -0.01 0.09 -0.02
C -3.297 0.913 -1.215 -0.42 0.11 -0.12
N -3.896 0.344 -2.177 -0.03 -0.05 0.14
H -3.864 0.995 -0.287 0.16 0.09 0.17
H -2.286 1.321 -1.260 0.06 -0.17 0.12
H -3.270 0.311 -2.973 0.18 -0.01 -0.30

---

16
Properties=species:S:1:pos:R:3:forces:R:3 method="wB97M-V/def2-TZVPD" homo_ev=-2.49 total_charge=-1 fmax_ev_per_a=5.39 homo_lumo_gap_ev=6.069 molar_mass_g_mol=104.2 energy_ha=-611.09138
C -0.874 -0.288 -0.623 -0.72 -2.69 0.35
C -1.066 0.562 -1.933 1.93 -0.76 -0.25
S -2.715 0.580 -2.546 -1.33 0.20 -0.13
C -0.691 0.379 0.781 -5.20 0.29 -1.37
N 0.989 0.108 1.786 1.04 2.99 4.03
C 2.181 -0.626 1.477 -1.22 -0.92 -1.80
H 0.041 -1.013 -0.679 -1.21 0.94 -0.33
H -1.801 -1.027 -0.570 1.87 1.47 -0.12
H -0.676 1.559 -1.722 0.03 0.28 0.03
H -0.425 0.173 -2.808 -0.40 0.26 1.58
H -1.495 -0.018 1.573 2.61 0.62 -1.59
H -0.898 1.539 0.726 0.87 -2.06 0.24
H 0.478 0.488 0.731 1.65 0.67 0.97
H 3.033 -0.048 0.945 -0.97 -0.85 1.36
H 1.433 -0.839 0.645 1.95 -2.44 -1.02
H 2.487 -1.531 2.215 -0.91 2.01 -1.96

---

16
Properties=species:S:1:pos:R:3:forces:R:3 method="wB97M-V/def2-TZVPD" homo_ev=-13.56 total_charge=+1 fmax_ev_per_a=4.52 homo_lumo_gap_ev=9.766 molar_mass_g_mol=104.2 energy_ha=-611.01554
C 2.694 -0.201 -0.344 4.51 0.05 0.19
C 2.169 0.685 0.701 1.11 -0.67 1.89
C -0.512 -0.051 -1.144 -0.46 -2.53 -0.17
C -2.573 -0.767 -0.010 2.25 -0.57 -0.55
N -1.518 0.199 -0.342 -1.59 1.94 -0.41
S 1.183 -0.761 0.302 -0.51 -0.51 0.37
H 2.856 0.106 -1.396 -0.70 -0.11 0.75
H 3.693 -0.570 0.102 -1.81 -0.56 -1.19
H 2.693 0.688 1.719 -0.97 -0.23 -1.61
H 1.869 1.620 0.399 -1.25 2.01 -0.50
H -0.567 -1.135 -1.572 0.35 2.32 0.40
H 0.016 0.733 -1.690 -0.04 -0.22 0.38
H -2.363 -1.585 -0.677 0.08 -0.97 0.40
H -2.484 -0.967 1.032 -0.20 -0.68 0.70
H -3.549 -0.512 -0.276 -1.47 1.31 -0.29
H -1.747 1.155 -0.034 0.70 -0.57 -0.35

---

16
Properties=species:S:1:pos:R:3:forces:R:3 method="wB97M-V/def2-TZVPD" homo_ev="-13.62 / -13.41" total_charge=+1 fmax_ev_per_a=5.69 homo_lumo_gap_ev="8.391 / 8.440" molar_mass_g_mol=104.2 energy_ha=-610.87621
C 0.828 -1.183 0.310 -1.33 -3.76 0.03
C 1.519 -0.151 -0.291 2.17 1.85 -4.92
C -2.104 0.606 0.454 -2.09 -0.94 -0.67
C -0.875 0.653 -0.406 -0.26 3.46 0.51
N 0.316 0.151 0.378 -2.00 2.91 0.99
S 3.109 0.409 0.011 -0.53 2.70 0.72
H 0.332 -1.847 -0.352 -0.77 -0.48 -0.40
H 1.082 -1.667 1.223 0.49 0.07 0.80
H 1.120 -0.103 -2.242 0.52 -0.06 3.30
H -2.911 0.267 -0.320 1.06 0.08 1.93
H -1.827 -0.181 1.204 -1.47 0.61 -0.26
H -2.579 1.539 0.865 1.27 -0.84 -0.03
H -0.767 1.767 -0.780 0.72 -2.43 0.54
H -1.067 -0.010 -1.200 0.64 -0.74 -1.14
H 0.351 0.522 1.354 0.18 0.07 -1.04
H 3.474 -0.772 -0.208 1.41 -2.49 -0.34

---

15
Properties=species:S:1:pos:R:3:forces:R:3 method="wB97M-V/def2-TZVPD" homo_ev=-10.13 smiles=CC(C)CO fmax_ev_per_a=4.48 homo_lumo_gap_ev=11.064 molar_mass_g_mol=74.1 energy_ha=-233.61411
C -1.464 -0.741 -0.038 0.09 0.64 0.82
C -0.183 0.081 -0.378 -1.10 -2.56 -3.50
C -0.202 1.479 0.048 -0.01 2.66 1.07
C 0.980 -0.632 0.158 1.86 -1.81 1.01
O 2.229 0.036 -0.181 1.21 -2.90 0.69
H -1.522 -1.792 -0.371 0.62 0.43 0.09
H -1.665 -0.705 1.060 0.09 -0.08 -0.69
H -2.270 -0.240 -0.542 -0.63 0.23 -0.03
H -0.132 0.006 -1.538 0.12 0.38 1.62
H -0.308 1.542 1.147 0.04 -0.16 -0.19
H -1.071 2.069 -0.330 0.71 -0.48 -0.07
H 0.764 2.024 -0.161 -1.11 -0.63 -0.10
H 1.078 -1.748 -0.109 -0.52 1.60 -0.14
H 0.847 -0.661 1.256 0.28 0.17 -0.04
H 2.918 -0.719 -0.021 -1.65 2.48 -0.53

---

15
Properties=species:S:1:pos:R:3:forces:R:3 method="wB97M-V/def2-TZVPD" homo_ev=-9.67 fmax_ev_per_a=5.04 homo_lumo_gap_ev=10.087 molar_mass_g_mol=74.1 energy_ha=-233.29274
C -2.234 -0.547 0.357 -0.62 1.38 0.01
C -1.223 0.463 -0.337 -0.38 2.40 0.05
C 1.120 0.560 0.391 -0.33 0.31 -0.76
C 2.306 -0.461 -0.002 -0.23 -1.70 -0.30
H -1.505 -1.370 1.353 -2.70 2.64 -3.33
H -3.031 -1.276 -0.791 2.31 1.96 3.95
H -2.945 0.684 0.964 1.12 -4.47 -1.44
H -1.090 1.410 0.469 -0.49 -2.29 -2.37
H -1.640 0.936 -1.446 0.86 -1.39 3.29
H 1.453 1.813 0.092 -1.26 -3.91 0.56
H 0.681 0.674 1.644 1.46 -0.88 -3.94
H 3.203 -0.201 0.630 -0.66 -0.42 -0.97
H 1.998 -1.678 0.241 0.71 3.78 -0.54
H 2.564 -0.474 -1.234 -0.83 0.46 3.70
O 0.062 -0.076 -0.547 1.04 2.13 2.10